(1)
This record from the Open Molecules 2025 dataset describes C5H11N in the gas phase. The level of theory is wB97M-V/def2-TZVPD.

Properties
HOMO-LUMO gap (spin up / spin down) ... 7.532 / 7.548 eV
LUMO level (spin up / spin down) ... 0.8869 / 0.9202 eV
ΔE to the lowest compared entry with this formula, charge and spin ... 65.89 kcal per mole
DFT total energy ... -6850.6713 eV

Geometry as ORCA input:
```
! wB97M-V def2-TZVPD RIJCOSX def2/J DEFGRID3
* xyz 0 1
C -0.3321 -0.4157 2.3390
C -0.8996 -0.1681 0.9421
C -0.1723 -0.9041 -0.1388
C 0.1689 -0.7864 -2.4084
N 0.4254 -0.3073 -1.1822
C 1.3378 0.8248 -0.9905
H -0.2124 -1.4916 2.5125
H 0.6578 0.0450 2.4374
H -0.9847 -0.0141 3.1216
H -1.9490 -0.5065 0.9193
H -0.9350 0.9076 0.7192
H -0.3763 -1.9587 -0.2876
H -0.8082 -1.2241 -2.5548
H 0.9507 -0.8861 -3.1502
H 1.4636 1.0126 0.0791
H 0.9641 1.7181 -1.4965
H 2.3164 0.5649 -1.4095
*
```

(2)
This record from the Open Molecules 2025 dataset describes C36H28N5O8P2PdSe2 as an isolated structure. The level of theory is wB97M-V/def2-TZVPD.

Properties
HOMO-LUMO gap ... 7.063 eV
LUMO level ... 1.4853 eV
ΔE to the lowest compared entry with this formula, charge and spin ... 11.70 kcal per mole
DFT total energy ... -214365.2474 eV

Geometry as ORCA input:
```
! wB97M-V def2-TZVPD RIJCOSX def2/J DEFGRID3
* xyz -1 1
Pd -0.7776 0.9392 1.7815
Se 1.9238 1.7457 -4.9941
P 1.7349 0.2832 -3.5027
C 0.7961 -1.1403 -4.1390
C 1.3356 -2.3871 -4.4223
C 0.5387 -3.3816 -4.9764
C -0.7978 -3.1363 -5.2486
C -1.3403 -1.8850 -4.9765
C -0.5468 -0.8912 -4.4304
C 3.3559 -0.2831 -2.9031
C 4.2332 -0.8942 -3.8005
C 5.5212 -1.2171 -3.4103
C 5.9626 -0.8963 -2.1333
C 5.1108 -0.2539 -1.2500
C 3.8095 0.0474 -1.6290
C 0.8125 0.7796 -2.0424
C 0.5224 0.2032 -0.8027
N -0.1854 1.1393 -0.1244
N -0.3486 2.2060 -0.8911
N 0.2355 2.0016 -2.0415
P 0.6676 -1.2990 0.1757
Se 1.1313 -0.6207 2.1557
C -0.9714 -2.0608 0.0695
C -1.5739 -2.5852 1.2110
C -2.8396 -3.1416 1.1209
C -3.4998 -3.1800 -0.0991
C -2.9008 -2.6538 -1.2333
C -1.6393 -2.0870 -1.1492
C 1.8527 -2.4910 -0.4738
C 1.4659 -3.4336 -1.4188
C 2.3793 -4.3774 -1.8635
C 3.6725 -4.3864 -1.3613
C 4.0543 -3.4548 -0.4052
C 3.1450 -2.5135 0.0449
H 2.3717 -2.6009 -4.1948
H 0.9672 -4.3538 -5.1924
H -1.4173 -3.9147 -5.6767
H -2.3819 -1.6823 -5.1946
H -0.9621 0.0916 -4.2319
H 3.9165 -1.0805 -4.8203
H 6.1922 -1.6977 -4.1124
H 6.9779 -1.1319 -1.8360
H 5.4535 0.0196 -0.2590
H 3.1592 0.5592 -0.9332
H -1.0740 -2.5066 2.1657
H -3.3203 -3.5211 2.0132
H -4.4947 -3.6045 -0.1620
H -3.4220 -2.6640 -2.1829
H -1.1858 -1.6476 -2.0305
H 0.4515 -3.4404 -1.8063
H 2.0733 -5.1072 -2.6042
H 4.3831 -5.1265 -1.7083
H 5.0625 -3.4611 -0.0081
H 3.4358 -1.7868 0.7921
O 0.8110 3.2530 5.5779
C 0.2243 2.7007 4.6370
O 0.6891 2.3141 3.5219
C -1.3074 2.5281 4.7858
C -2.0188 3.4937 5.4625
C -3.4137 3.5126 5.4061
C -4.1284 2.6134 4.6392
C -3.4085 1.6442 3.9672
C -2.0028 1.5043 4.0980
O -1.3876 0.4729 3.6055
N -4.1375 0.8276 3.0038
O -5.3346 0.6664 3.1807
O -3.5396 0.3427 2.0607
N -4.1481 4.5512 6.1157
O -5.3702 4.5336 6.0679
O -3.5138 5.3928 6.7278
H -1.4669 4.2412 6.0159
H -5.1992 2.6759 4.5453
C -2.5756 5.1373 2.1639
C -1.6040 4.0878 1.7156
C -0.2133 4.5238 1.4014
O -1.9847 2.9263 1.6330
H -2.6216 5.9445 1.4301
H -2.2029 5.5709 3.0966
H -3.5610 4.7030 2.3243
H -0.0861 5.5998 1.5122
H 0.0098 4.2154 0.3805
H 0.4659 3.9856 2.0691
*
```